Entry 1:
51
Properties=species:S:1:pos:R:3:forces:R:3:mulliken_charge:R:1 method="wB97M-V/def2-TZVPD" homo_energy_ev="-7.5967 / -7.7153" s_squared=12.6877 multiplicity=7 orbital_gap_ev="7.909 / 8.028" lumo_energy_ev="0.3125 / 0.3125"
Tb 0.0011 -3.3928 0.0650 0.5343 -0.9448 0.7217 0.580
Cl 0.9498 -4.5056 -1.9403 0.3403 -0.2097 -0.8640 -0.511
O 0.2491 -1.1679 -0.4298 0.0570 0.4794 -0.2731 0.053
O 0.0127 3.7463 -0.7939 0.4739 1.9204 -0.4341 -0.442
C 1.1606 4.3034 -1.5211 0.1757 -0.6073 -0.2337 -0.476
C 2.4730 -3.7898 1.1176 -0.4099 0.1589 0.5179 -0.527
C 0.7035 -4.7490 2.2477 0.6982 0.4459 0.1083 -0.501
C -2.1606 -4.0531 1.4223 -0.5297 0.2452 -0.8931 -0.420
C 0.7353 -3.3574 2.5863 0.6342 -0.1647 -0.2061 -0.449
C 0.6780 1.1266 -0.1844 0.3303 0.1167 0.3714 -0.079
C 1.1929 0.6924 -1.5675 -0.5766 0.1098 -0.2284 -0.626
C -2.4632 -3.0445 -0.6431 -0.2983 -0.7878 0.5475 -0.486
C -1.7091 5.4838 -1.0832 -0.2226 0.0252 -0.0074 -1.625
C -0.1987 0.0067 0.3054 0.1232 -0.5457 -0.4302 -0.585
C -0.3862 5.1177 -0.4436 0.0641 0.6650 -0.1434 1.480
C 1.8220 -2.7546 1.8674 0.1561 -1.1290 0.3432 -0.555
C 0.8392 5.7439 -1.1656 -0.3241 -0.3054 0.1913 -0.790
C -0.3946 5.3647 1.0474 -0.0720 -0.0534 0.2076 -1.708
C -2.0048 -5.0590 0.4131 -0.7000 0.8243 0.0083 -0.573
C 1.2145 -0.8245 -1.4807 -0.0331 -0.0532 0.5298 -0.557
C -2.4025 -2.8002 0.7743 -0.4879 -0.9306 -0.3027 -0.647
C -2.2319 -4.4429 -0.8558 -0.4764 0.5594 0.4505 -0.513
C 1.7685 -5.0134 1.3416 0.1186 0.6309 0.4524 -0.558
H 2.1136 3.9506 -1.0964 -0.3219 -0.1597 -0.3506 0.270
H -1.2484 0.1875 0.0478 0.1025 -0.1699 0.0214 0.288
H -2.7261 -2.3105 -1.4015 0.2157 -0.1926 0.1477 0.511
H 0.1199 -2.8595 3.3386 0.0901 -0.1867 -0.4320 0.442
H -2.5101 4.8647 -0.6515 0.1451 0.1827 -0.2328 0.363
H 0.9076 -1.3743 -2.3705 0.0863 0.1720 -0.0269 0.383
H 0.5736 6.3665 -2.0317 0.2562 -0.0236 0.4644 0.308
H 0.0696 2.0206 -0.1995 0.3856 -0.0413 -0.1544 0.178
H -1.8318 -6.1213 0.5870 0.0213 0.4068 -0.0742 0.422
H 3.3942 -3.6772 0.5432 -0.4993 -0.0229 0.0235 0.412
H -1.2088 4.7837 1.5041 0.2980 0.1428 0.0946 0.372
H -2.2843 -4.9603 -1.8141 0.2802 0.2590 0.3488 0.477
H 0.5750 5.1074 1.5104 -0.4700 -0.0048 -0.2001 0.362
H 2.0432 -5.9929 0.9452 -0.2047 0.4637 0.0217 0.421
H 1.5872 6.1979 -0.4987 -0.4278 0.0909 -0.3482 0.299
H -0.5835 6.4372 1.2226 0.0364 -0.3804 0.0096 0.410
H 0.5047 1.0324 -2.3489 0.0203 -0.1037 0.0846 0.255
H 2.1975 -1.1810 -1.1552 -0.1188 -0.0872 -0.0256 0.254
H -1.6906 5.3596 -2.1806 0.0215 -0.0558 0.4989 0.362
H -2.1882 -4.2248 2.4945 0.3157 0.0967 -0.2733 0.508
H 1.5212 1.3079 0.4854 -0.0110 -0.1229 0.0828 0.291
H 0.0369 -5.4986 2.6713 0.1347 0.3078 -0.2269 0.530
H -0.1218 -0.2089 1.3755 0.0434 0.0268 -0.1512 0.286
H 1.0732 4.1108 -2.6000 0.2263 -0.2957 0.3408 0.271
H 2.1805 1.0842 -1.8235 -0.1241 0.0034 0.1991 0.405
H 2.1593 -1.7256 1.9620 -0.1158 -0.1980 -0.0733 0.514
H -1.9227 6.5401 -0.8603 -0.0396 -0.2788 -0.0958 0.403
H -2.5896 -1.8467 1.2658 0.0784 -0.2777 -0.1061 0.520

---

Entry 2:
53
Properties=species:S:1:pos:R:3:forces:R:3:nbo_charge:R:1 method="wB97M-V/def2-TZVPD" charge=+2 homo_energy_ev="-12.6113 / -12.6153" s_squared=3.7540 multiplicity=4 orbital_gap_ev="2.995 / 2.999" lumo_energy_ev="-9.6163 / -9.6163"
Er 0.1942 0.2207 -0.4682 1.5759 0.9096 -0.4983 0.942
I -0.3413 0.8481 -3.1236 -0.4708 -0.1055 -0.3531 -0.353
P 0.5719 -2.5118 -0.7820 0.9791 -0.5156 -0.3627 0.823
P -1.2958 2.1608 0.7097 -0.0685 1.2712 0.1495 0.839
O -3.2570 -1.3794 0.1339 -3.5985 0.1278 -5.1269 -0.243
O -0.7956 -1.2032 2.6627 1.0258 1.6891 -3.5209 -0.390
C 4.2485 2.5285 -0.0395 -0.8231 0.3260 0.4384 -0.066
C -4.0751 -1.4575 -0.6976 2.5912 -0.8188 5.9196 0.997
C 2.3523 3.8246 0.8149 -0.0133 0.2497 -0.1526 -0.221
C 4.5351 4.8562 0.6381 0.1673 -0.6164 -0.2457 -0.182
C -0.6425 -3.7938 -1.1818 -0.2282 -0.0737 -0.0476 -0.934
C 4.8153 1.2829 -0.4284 -0.1974 -0.5772 -0.0835 -0.136
C 5.0502 3.6800 0.1109 0.0839 0.4232 0.1834 -0.172
C -0.9507 3.5422 -0.4550 0.0306 -0.1156 -0.1973 -0.931
C 2.8460 2.6065 0.2923 1.3900 -0.0609 -0.4286 -0.004
C 1.6151 -2.4466 -2.2930 -0.1527 0.0293 -0.1715 -0.933
C 4.0736 0.1233 -0.4165 0.1418 0.0722 0.3011 -0.227
C 2.0769 1.4213 0.1500 -1.6221 -0.8443 0.8467 -0.406
C -3.1035 2.2821 0.8427 -0.2171 -0.1389 0.0362 -0.935
C -5.3731 -1.8357 -1.2300 0.0709 0.4406 -1.2420 -0.814
C 2.6940 0.1993 -0.0448 0.8850 1.0267 -0.3756 -0.332
C 3.1732 4.9276 0.9955 -0.2173 -0.4569 -0.1026 -0.177
C -0.4916 -0.7316 1.6532 -1.2139 -2.1067 4.5071 0.540
C 1.6884 -3.4099 0.3581 -0.2088 0.0292 0.1248 -0.923
C -0.8010 2.8389 2.3300 0.0963 -0.2115 0.1295 -0.932
H -3.3477 3.3457 0.9820 -0.1728 -0.3994 -0.0137 0.263
H 2.7798 5.8554 1.4090 0.0360 -0.2765 -0.0544 0.230
H 2.5481 -1.8962 -2.1168 -0.2412 -0.1296 0.0616 0.264
H -1.3495 -3.4291 -1.9381 0.1963 -0.1710 0.0745 0.236
H -5.2225 -2.5327 -2.0794 -0.0525 0.3032 0.2651 0.350
H 2.1838 -0.7669 0.1632 -0.0317 0.2122 -0.3782 0.182
H 6.1026 3.6011 -0.1669 -0.2390 0.1514 0.1439 0.228
H -1.2851 3.2673 -1.4650 -0.0295 0.1761 0.3380 0.266
H 0.1213 3.7644 -0.5173 -0.3231 -0.1079 0.0254 0.274
H -1.3037 2.2575 3.1136 0.1019 0.2389 -0.0614 0.247
H 1.1704 -3.5709 1.3127 0.2502 -0.0920 -0.1567 0.247
H 1.2994 3.8516 1.0919 0.4259 0.2288 -0.0170 0.194
H 1.9373 -4.3766 -0.1026 0.0019 0.2345 0.2426 0.257
H 5.8769 1.2819 -0.6747 -0.2607 -0.1844 -0.0652 0.233
H -5.9761 -2.3236 -0.4331 0.6372 0.2821 -0.0428 0.364
H 0.2820 2.7607 2.4801 -0.3043 0.0070 -0.0325 0.270
H -0.0857 -4.6584 -1.5717 -0.3895 0.1340 0.0965 0.265
H 2.6106 -2.8414 0.5419 -0.2666 -0.2034 -0.0556 0.257
H -1.4935 4.4244 -0.0919 0.1411 -0.1068 -0.1391 0.248
H -3.5846 1.9037 -0.0681 0.0292 0.2220 0.1493 0.224
H 4.5005 -0.8482 -0.6613 0.1747 0.2779 0.1080 0.222
H -5.8843 -0.9222 -1.5954 0.1802 -0.3429 0.0657 0.351
H -1.1078 3.8932 2.3825 0.0430 -0.2987 0.0978 0.256
H 1.0830 -1.9415 -3.1088 0.1192 -0.2163 0.1687 0.270
H -1.1903 -4.0751 -0.2738 0.1085 -0.0793 -0.2068 0.242
H 5.1855 5.7132 0.8034 -0.1606 -0.1843 -0.1277 0.237
H 1.8515 -3.4778 -2.5786 0.0481 0.1680 -0.0338 0.252
H -3.4478 1.7005 1.7083 -0.0282 0.2038 -0.1795 0.240

---

Entry 3:
51
Properties=species:S:1:pos:R:3:forces:R:3:nbo_charge:R:1 method="wB97M-V/def2-TZVPD" homo_energy_ev=-8.6024 de_lowest_kj_mol=186.2 smiles="Cc1ccc(C(C)C)c(OCC(=O)N/N=C/C2CCCCC2)c1" orbital_gap_ev=9.359 lumo_energy_ev=0.7565
O 1.1610 -2.8420 -0.3655 0.0643 -0.1597 0.0165 -0.610
O -1.5133 -0.5152 -0.4105 -0.2624 0.1605 0.0091 -0.541
N 2.3236 -0.1417 -0.7302 0.2206 0.4389 -0.1273 -0.274
N 1.0385 -0.5686 -0.5990 -0.4271 0.3040 -0.0149 -0.443
C 0.5292 -1.8091 -0.4262 -0.3365 0.1649 0.0045 0.636
C -5.4511 0.3637 0.5058 -0.0744 -0.1676 0.0536 -0.240
C -2.2000 2.1222 -0.4666 0.0061 0.1243 0.0873 -0.238
C -6.0293 -2.0638 0.8341 0.0255 -0.0150 -0.0354 -0.629
C -3.2295 1.0677 -0.1318 0.2382 -0.0748 -0.1514 -0.084
C 3.3225 -0.9165 -0.6779 0.0447 -0.6070 -0.0055 0.092
C -2.8346 -0.2799 -0.1096 -0.1561 0.1336 0.0421 0.388
C 4.7094 -0.3784 -0.8390 0.2759 0.2627 -0.1478 -0.275
C -4.5429 1.3607 0.1863 0.1748 -0.0643 -0.0561 -0.182
C -1.3475 2.4151 0.7734 0.0279 -0.0795 -0.2314 -0.597
C 5.2279 -0.2948 1.6223 0.3238 0.0629 -0.0273 -0.402
C -2.8038 3.4158 -1.0076 0.1103 -0.2596 -0.0221 -0.602
C -0.9990 -1.8165 -0.2903 0.0778 -0.4729 0.0629 -0.153
C 5.6115 -0.9128 0.2816 -0.2216 -0.0528 0.0594 -0.387
C -3.7445 -1.2767 0.1973 0.2715 -0.0718 -0.0566 -0.317
C 4.4314 1.7733 0.4611 0.2470 0.1025 -0.0038 -0.403
C -5.0640 -0.9644 0.5096 -0.0484 0.1864 0.0204 0.013
C 5.3404 1.2247 1.5558 -0.2830 -0.0439 0.0813 -0.396
C 4.7702 1.1497 -0.8898 -0.2130 -0.0754 0.0150 -0.397
H -4.8751 2.3864 0.1889 -0.0104 0.1497 -0.0365 0.213
H -1.2318 -2.2520 0.6912 0.0438 0.0669 -0.1282 0.205
H -2.0106 4.0619 -1.3776 0.0390 0.0906 -0.0108 0.214
H -5.6354 -2.6980 1.6269 -0.0379 -0.0676 0.0552 0.218
H -0.5565 3.1219 0.5319 0.1141 0.0960 0.0261 0.208
H 4.5381 2.8583 0.3978 -0.0728 0.0276 0.0034 0.204
H 5.5321 -2.0007 0.3337 0.0746 -0.0562 -0.0374 0.208
H 5.8788 -0.6852 2.4078 -0.0786 -0.0525 0.0344 0.208
H -6.4691 0.6281 0.7513 -0.1122 0.0037 0.0282 0.209
H -1.4005 -2.4847 -1.0647 0.0675 0.0925 0.1108 0.204
H -3.4890 3.2086 -1.8263 -0.0908 0.0575 -0.0864 0.214
H -3.3378 3.9554 -0.2292 -0.0928 0.0952 0.0658 0.200
H 3.2514 -1.9926 -0.5307 -0.2161 0.0195 0.0267 0.203
H 5.7800 1.4478 -1.1818 0.0306 0.0127 -0.0605 0.199
H 4.2002 -0.5723 1.8673 -0.0542 -0.0384 0.0990 0.197
H -0.8944 1.5031 1.1539 0.0749 -0.0644 0.0997 0.210
H 5.0681 1.6611 2.5191 0.0768 0.0420 0.0206 0.205
H -1.5489 1.7038 -1.2426 -0.0541 0.0655 0.0542 0.207
H -1.9671 2.8422 1.5594 -0.0563 0.0490 0.0911 0.206
H -6.1958 -2.6907 -0.0416 -0.0664 -0.0751 -0.0146 0.220
H 6.6494 -0.6616 0.0515 0.0433 -0.0483 -0.0309 0.203
H -6.9853 -1.6582 1.1542 -0.0750 -0.0239 0.0272 0.216
H 4.0724 1.5112 -1.6450 0.0631 0.0539 -0.0758 0.221
H 3.3928 1.5495 0.7039 -0.0178 0.0968 0.0406 0.211
H -3.4464 -2.3140 0.1967 0.0713 -0.1174 -0.0047 0.213
H 6.3767 1.5010 1.3445 0.0849 0.0364 0.0383 0.189
H 5.0817 -0.7788 -1.7927 -0.0279 -0.0026 0.0550 0.223
H 0.3747 0.1966 -0.6431 0.1937 -0.3058 0.0369 0.416

---

Entry 4:
56
Properties=species:S:1:pos:R:3:forces:R:3:nbo_charge:R:1 method="wB97M-V/def2-TZVPD" homo_energy_ev=-8.5347 de_lowest_kj_mol=66.4 smiles="CC[C@@H]1CCCCN1CCNC(=O)CNS(=O)(=O)c1ccc2nc(C)sc2c1" orbital_gap_ev=9.135 lumo_energy_ev=0.6002
S 5.6954 0.0408 -0.6432 -0.0712 0.3886 0.2398 0.345
S 0.6741 -1.9916 0.4767 0.2541 -0.7044 0.0388 2.310
O -0.5945 -1.4392 0.8752 0.2748 0.2708 -0.1068 -0.959
O 0.5233 0.3414 -1.4197 0.0657 0.1040 -0.1369 -0.634
O 1.1383 -3.1656 1.1600 0.2258 -0.0554 -0.1929 -0.939
N -1.7213 0.1551 -1.3348 -0.4380 0.1493 -0.0343 -0.622
N -4.2816 0.6974 -0.5485 0.0987 -0.0084 -0.1069 -0.482
N 4.9307 2.0585 0.7860 0.2574 0.9460 0.3807 -0.456
N 0.6288 -2.4043 -1.1494 0.2052 0.1356 0.7966 -0.858
C 7.2006 2.3577 -0.0682 0.2209 0.0879 -0.0587 -0.666
C -5.5827 0.7414 -1.1913 -0.2256 0.1848 -0.1284 -0.210
C -6.7039 1.4992 0.9032 0.1101 0.2048 -0.0353 -0.401
C 4.1039 0.0036 0.0443 -0.0562 0.2312 0.1833 -0.241
C -3.8675 -2.0108 0.4803 -0.2023 0.0729 0.1750 -0.622
C -1.9458 1.4483 -0.7307 0.0164 0.1261 -0.1031 -0.227
C 2.6592 1.3846 1.4268 0.0988 -0.1033 -0.0437 -0.218
C 1.9374 -0.7416 0.5836 -0.2412 -0.3604 -0.0012 -0.294
C -4.3852 0.4493 0.8887 -0.1360 -0.0849 0.3866 -0.041
C -0.4226 -1.7999 -1.9373 -0.1996 0.3267 0.0007 -0.310
C -6.5288 1.7832 -0.5859 0.0278 -0.2945 0.0513 -0.421
C -3.4220 1.8167 -0.8999 0.2559 0.0037 0.0438 -0.218
C 3.8785 1.1908 0.7839 -0.3609 -0.9879 -0.3845 0.185
C -4.7781 -1.0074 1.1785 0.2416 0.0976 -0.1784 -0.404
C 1.6921 0.4081 1.3207 -0.1213 0.0323 0.1262 -0.175
C 5.9252 1.6320 0.1119 -0.0642 -0.7174 -0.3482 0.141
C -0.4869 -0.3281 -1.5226 -0.3751 0.1244 -0.6956 0.681
C -5.3386 1.4394 1.5857 0.0573 -0.1174 -0.1125 -0.418
C 3.1327 -0.9759 -0.0568 0.0769 -0.0173 0.0384 -0.171
H -3.6235 2.7291 -0.3190 0.0007 -0.0134 -0.0740 0.178
H -2.5184 -0.4595 -1.2309 0.1323 -0.1218 -0.0722 0.426
H -1.3041 2.1847 -1.2196 -0.0858 0.0036 0.1183 0.225
H -3.3827 0.5854 1.3059 -0.0140 -0.0156 -0.0046 0.205
H -5.4339 0.9373 -2.2569 0.0012 -0.0924 0.0394 0.200
H 7.3678 2.5661 -1.1240 0.0571 0.0489 -0.0426 0.234
H -7.4920 1.7472 -1.0978 -0.0057 0.0618 -0.0584 0.211
H -5.4534 1.1516 2.6318 0.0679 0.0434 0.0655 0.213
H -4.7116 -1.1557 2.2579 -0.0951 0.0264 0.0415 0.208
H -6.1102 2.7825 -0.7250 -0.0195 0.0789 -0.0417 0.194
H -2.8254 -1.8229 0.7307 0.0542 -0.0405 -0.0416 0.234
H -4.8919 2.4367 1.5662 0.0036 0.0456 0.0649 0.198
H 2.4945 2.2914 1.9857 -0.0469 0.0891 0.0731 0.229
H 3.2816 -1.8821 -0.6194 0.0609 -0.0925 -0.1248 0.236
H -1.6653 1.4110 0.3284 0.0364 0.0635 -0.0433 0.190
H -6.0358 -0.2488 -1.0974 -0.0648 -0.0250 -0.0821 0.191
H -3.6004 2.0438 -1.9540 -0.0057 0.0425 0.0416 0.203
H 7.1643 3.2923 0.4844 0.0001 0.0127 0.0100 0.244
H -0.1468 -1.8615 -2.9949 -0.0779 0.0626 0.1180 0.228
H -1.3943 -2.2848 -1.7816 0.1000 0.0658 -0.0545 0.193
H -4.1183 -3.0220 0.7939 0.0317 -0.1229 -0.0264 0.212
H -5.8122 -1.1933 0.8861 -0.0832 0.0084 0.0929 0.192
H 8.0325 1.7531 0.2896 0.0860 0.0186 0.0168 0.233
H -7.3146 2.2769 1.3676 -0.0416 -0.0812 0.0289 0.210
H 0.7244 -3.4010 -1.2661 0.0799 -0.1442 0.2089 0.414
H -7.2267 0.5495 1.0319 -0.0860 -0.0229 0.0177 0.195
H 0.7274 0.5148 1.7893 -0.1052 0.1166 0.0611 0.236
H -3.9972 -1.9492 -0.5989 0.0235 -0.0513 -0.1265 0.193

---

So what do the calculations give for max |F|? Going down the list: 2.0 6.5 0.6 1.1 eV/Å.